[1]
Formula: C2H2Cl2OS
Source: OMol25
Level of theory: ωB97M-V/def2-TZVPD

LUMO (spin up / spin down)   -2.11 / -1.50 eV
M   145.01 g/mol
HOMO (spin up / spin down)   -9.1 / -9.6 eV

Bonds (Å) are listed after each position.
Cartesian coordinates (Å):
1 C 0.9582 1.8147 0.8013  O3 1.185, S4 1.814, Cl6 1.766
2 C -0.6562 -1.6895 -0.6619  Cl5 1.657, H7 1.128, H8 1.073
3 O 1.4442 2.1970 1.8119  C1 1.185
4 S 0.2503 0.1463 0.8682  C1 1.814
5 Cl -2.3074 -1.5632 -0.7071  C2 1.657
6 Cl 0.8758 2.6903 -0.7298  C1 1.766
7 H -0.0726 -1.1435 -1.4581  C2 1.128
8 H -0.4922 -2.4520 0.0756  C2 1.073

Atomic partial charges in e from the natural (NBO) method, atoms 1 to 6:
1 C 0.358
2 C -0.336
3 O -0.498
4 S -0.100
5 Cl 0.111
6 Cl -0.041

[2]
Formula: C40H50O25
Source: OMol25
Level of theory: ωB97M-V/def2-TZVPD

SMILES string   O=C(O)CC1=CC(=O)c2ccccc2C1=O.C[C@@H]1COC(=O)O1.C[C@@H]1COC(=O)O1.C[C@@H]1COC(=O)O1.C[C@@H]1COC(=O)O1.C[C@@H]1COC(=O)O1.C[C@@H]1COC(=O)O1.C[C@@H]1COC(=O)O1
LUMO   -1.28 eV
M   930.81 g/mol
HOMO   -9.8 eV

Bonds (Å) are listed after each position.
Cartesian coordinates (Å):
1 O -5.4647 3.1524 4.1693  C2 1.203
2 C -4.2821 3.1012 3.9532  O1 1.203, O3 1.407, C4 1.559
3 O -3.6252 4.3279 3.7441  C2 1.407, H17 0.977
4 C -3.5448 1.7273 3.9694  C2 1.559, C5 1.554, H18 1.129, H19 1.125
5 C -3.1027 1.1958 2.5775  C4 1.554, C6 1.367, C15 1.541
6 C -3.2566 -0.1458 2.3622  C5 1.367, C7 1.537, H20 1.118
7 C -2.8372 -0.8730 1.0746  C6 1.537, O8 1.217, C9 1.548
8 O -3.1937 -2.0160 0.8584  C7 1.217
9 C -1.9094 -0.1459 0.0720  C7 1.548, C10 1.458, C14 1.472
10 C -1.2055 -0.7941 -1.0277  C9 1.458, C11 1.455, H21 1.117
11 C -0.3766 0.0053 -1.9170  C10 1.455, C12 1.469, H22 1.121
12 C -0.1655 1.4492 -1.7521  C11 1.469, C13 1.475, H23 1.128
13 C -0.8862 2.0863 -0.6338  C12 1.475, C14 1.463, H24 1.110
14 C -1.7287 1.3019 0.2689  C9 1.472, C13 1.463, C15 1.568
15 C -2.4729 2.0270 1.4426  C5 1.541, C14 1.568, O16 1.217
16 O -2.5045 3.2414 1.3748  C15 1.217
17 H -3.8687 4.6507 2.8542  O3 0.977
18 H -4.2619 0.9835 4.4244  C4 1.129
19 H -2.6493 1.7633 4.6495  C4 1.125
20 H -3.7164 -0.7670 3.1706  C6 1.118
21 H -1.3342 -1.8949 -1.1688  C10 1.117
22 H 0.1360 -0.5266 -2.7602  C11 1.121
23 H 0.4951 2.0740 -2.4193  C12 1.128
24 H -0.7567 3.1834 -0.5206  C13 1.110
25 C 1.0814 -2.3314 1.8939  C26 1.511, H32 1.092, H33 1.091, H34 1.093
26 C 1.0394 -1.5564 3.1904  C25 1.511, C27 1.503, O31 1.431, H35 1.095
27 C 0.7531 -2.4038 4.3983  C26 1.503, O28 1.430, H36 1.089, H37 1.094
28 O 0.1443 -1.4627 5.2864  C27 1.430, C29 1.359
29 C -0.4509 -0.5234 4.5051  O28 1.359, O30 1.193, O31 1.358
30 O -1.2215 0.2964 4.9009  C29 1.193
31 O -0.0607 -0.6417 3.2095  C26 1.431, C29 1.358
32 H 1.1608 -1.6497 1.0445  C25 1.092
33 H 1.9294 -3.0180 1.8751  C25 1.091
34 H 0.1619 -2.9046 1.7505  C25 1.093
35 H 1.9609 -0.9778 3.3132  C26 1.095
36 H 1.6543 -2.8295 4.8381  C27 1.089
37 H 0.0364 -3.2069 4.2042  C27 1.094
38 C -6.3266 -2.9717 1.0202  C39 1.510, H45 1.090, H46 1.091, H47 1.093
39 C -6.2881 -4.4508 1.3225  C38 1.510, C40 1.503, O44 1.431, H48 1.095
40 C -7.5001 -5.2019 0.8468  C39 1.503, O41 1.428, H49 1.090, H50 1.094
41 O -7.5439 -6.3057 1.7517  C40 1.428, C42 1.362
42 C -6.9652 -5.8824 2.9101  O41 1.362, O43 1.190, O44 1.361
43 O -7.0122 -6.4742 3.9415  C42 1.190
44 O -6.3303 -4.6912 2.7328  C39 1.431, C42 1.361
45 H -5.4899 -2.4644 1.5004  C38 1.090
46 H -6.2786 -2.7890 -0.0546  C38 1.091
47 H -7.2382 -2.5145 1.4134  C38 1.093
48 H -5.3635 -4.8901 0.9332  C39 1.095
49 H -7.4057 -5.5455 -0.1830  C40 1.090
50 H -8.4297 -4.6348 0.9506  C40 1.094
51 C -4.3331 -1.1097 9.5047  C52 1.511, H58 1.091, H59 1.091, H60 1.092
52 C -4.5356 -1.4115 8.0382  C51 1.511, C53 1.504, O57 1.432, H61 1.095
53 C -3.3249 -1.1404 7.1886  C52 1.504, O54 1.428, H62 1.089, H63 1.094
54 O -3.9104 -0.8681 5.9153  C53 1.428, C55 1.361
55 C -5.1516 -0.3637 6.1566  O54 1.361, O56 1.193, O57 1.359
56 O -5.8349 0.1597 5.3305  C55 1.193
57 O -5.5038 -0.5301 7.4581  C52 1.432, C55 1.359
58 H -5.2765 -1.1995 10.0462  C51 1.091
59 H -3.6062 -1.7918 9.9484  C51 1.091
60 H -3.9856 -0.0841 9.6488  C51 1.092
61 H -4.8957 -2.4379 7.9110  C52 1.095
62 H -2.6486 -1.9927 7.1333  C53 1.089
63 H -2.7614 -0.2579 7.5040  C53 1.094
64 C -1.1282 2.6135 -7.7122  C65 1.511, H71 1.091, H72 1.091, H73 1.092
65 C -0.9030 2.6824 -6.2197  C64 1.511, C66 1.502, O70 1.432, H74 1.095
66 C -0.5756 4.0597 -5.7165  C65 1.502, O67 1.429, H75 1.089, H76 1.094
67 O 0.1864 3.7745 -4.5416  C66 1.429, C68 1.357
68 C 0.7808 2.5715 -4.7472  O67 1.357, O69 1.195, O70 1.358
69 O 1.6481 2.1220 -4.0589  C68 1.195
70 O 0.2658 1.9476 -5.8376  C65 1.432, C68 1.358
71 H -1.2309 1.5759 -8.0347  C64 1.091
72 H -2.0269 3.1617 -7.9984  C64 1.091
73 H -0.2760 3.0276 -8.2561  C64 1.092
74 H -1.7592 2.2526 -5.6896  C65 1.095
75 H -1.4635 4.6424 -5.4744  C66 1.089
76 H 0.0527 4.6343 -6.4028  C66 1.094
77 C -0.5030 5.3405 4.0650  C78 1.510, H84 1.092, H85 1.091, H86 1.093
78 C 0.0451 4.9063 5.4031  C77 1.510, C79 1.503, O83 1.432, H87 1.096
79 C -0.5604 5.6309 6.5719  C78 1.503, O80 1.429, H88 1.090, H89 1.094
80 O 0.4834 5.5570 7.5445  C79 1.429, C81 1.362
81 C 1.6551 5.4844 6.8539  O80 1.362, O82 1.190, O83 1.362
82 O 2.7331 5.6142 7.3415  C81 1.190
83 O 1.4298 5.2487 5.5320  C78 1.432, C81 1.362
84 H 0.0619 4.8784 3.2527  C77 1.092
85 H -1.5538 5.0647 3.9639  C77 1.091
86 H -0.4097 6.4217 3.9342  C77 1.093
87 H -0.0446 3.8198 5.5119  C78 1.096
88 H -1.4692 5.1545 6.9381  C79 1.090
89 H -0.7669 6.6855 6.3681  C79 1.094
90 C 3.9598 0.3628 -4.6183  C91 1.511, H97 1.091, H98 1.090, H99 1.091
91 C 5.2286 -0.2405 -5.1747  C90 1.511, C92 1.502, O96 1.432, H100 1.095
92 C 6.0272 0.7033 -6.0282  C91 1.502, O93 1.429, H101 1.089, H102 1.094
93 O 6.7224 -0.1935 -6.8963  C92 1.429, C94 1.361
94 C 5.9431 -1.3028 -7.0143  O93 1.361, O95 1.192, O96 1.359
95 O 6.1179 -2.1649 -7.8186  C94 1.192
96 O 4.9383 -1.2957 -6.0988  C91 1.432, C94 1.359
97 H 3.3608 -0.4015 -4.1203  C90 1.091
98 H 4.1817 1.1560 -3.9039  C90 1.090
99 H 3.3391 0.7742 -5.4156  C90 1.091
100 H 5.8335 -0.6601 -4.3637  C91 1.095
101 H 6.7259 1.3065 -5.4496  C92 1.089
102 H 5.4071 1.3639 -6.6409  C92 1.094
103 C 9.4040 -3.2894 -10.2563  C104 1.511, H110 1.092, H111 1.091, H112 1.092
104 C 9.9596 -3.7029 -8.9136  C103 1.511, C105 1.502, O109 1.431, H113 1.095
105 C 9.3120 -3.0089 -7.7493  C104 1.502, O106 1.429, H114 1.089, H115 1.093
106 O 10.3500 -3.0382 -6.7669  C105 1.429, C107 1.361
107 C 11.5289 -3.0563 -7.4475  O106 1.361, O108 1.190, O109 1.363
108 O 12.5960 -2.8792 -6.9511  C107 1.190
109 O 11.3253 -3.2987 -8.7729  C104 1.431, C107 1.363
110 H 9.9964 -3.7236 -11.0642  C103 1.092
111 H 8.3675 -3.6112 -10.3671  C103 1.091
112 H 9.4502 -2.2053 -10.3816  C103 1.092
113 H 9.9179 -4.7923 -8.8080  C104 1.095
114 H 8.4226 -3.5262 -7.3928  C105 1.089
115 H 9.0596 -1.9647 -7.9526  C105 1.093

Atomic partial charges in e from the Löwdin method, atoms 1 to 6:
1 O 0.128
2 C -0.427
3 O 0.012
4 C -0.026
5 C -0.072
6 C 0.073